# 1
This record from the OMol25 dataset describes C3H6O in the gas phase. The level of theory is the ωB97M-V functional and the def2-TZVPD basis.

Structure (XYZ):
```
10
Properties=species:S:1:pos:R:3:nbo_charge:R:1
O 1.684 -0.166 -0.244 -0.70
C 0.483 -0.075 0.458 0.07
C -0.652 0.697 -0.173 -0.45
C -0.636 -0.812 -0.182 -0.43
H 0.541 -0.129 1.549 0.17
H 2.128 0.689 -0.119 0.47
H -0.430 -1.290 -1.127 0.23
H -1.328 -1.347 0.458 0.21
H -0.440 1.217 -1.106 0.22
H -1.349 1.216 0.486 0.21
```

Values from the calculation:
Spin multiplicity: 1
Gap between HOMO and LUMO, eV: 11.034
HOMO level, eV: -9.945
Energy above the lowest of the compared OMol25 structures with the same formula, charge and spin, kJ/mol: 111.6
SMILES: OC1CC1


# 2
This record from the OMol25 dataset describes a 2-piece molecular cluster, C3H6O overall in a non-equilibrium geometry. The level of theory is the ωB97M-V functional and the def2-TZVPD basis.

Structure (XYZ):
```
10
Properties=species:S:1:pos:R:3:nbo_charge:R:1
O -1.295 -0.806 -0.196 -0.66
C 1.411 -0.614 0.021 -0.40
C -0.815 0.473 -0.037 -0.11
C 0.674 0.477 -0.044 -0.20
H 2.493 -0.715 -0.082 0.20
H 1.130 1.436 -0.160 0.20
H -1.221 1.099 0.763 0.18
H -1.130 1.055 -0.911 0.16
H -2.255 -0.822 0.745 0.45
H 1.008 -1.584 -0.100 0.20
```

Values from the calculation:
Spin multiplicity: 1
Gap between HOMO and LUMO, eV: 9.512
HOMO level, eV: -9.454
Energy above the lowest of the compared OMol25 structures with the same formula, charge and spin, kJ/mol: 304.7


# 3
This record from the OMol25 dataset describes C3H6O in the gas phase in a non-equilibrium geometry. The level of theory is the ωB97M-V functional and the def2-TZVPD basis.

Structure (XYZ):
```
10
Properties=species:S:1:pos:R:3:nbo_charge:R:1
O 1.356 0.463 1.143 -0.54
C -0.234 -1.268 0.413 -0.72
C 0.542 0.180 0.319 0.63
C 0.032 1.231 -0.690 -0.73
H -0.675 1.747 -0.092 0.24
H -0.585 0.703 -1.487 0.23
H -0.444 -1.443 1.380 0.22
H 0.258 -2.034 0.008 0.22
H -1.151 -1.419 -0.153 0.21
H 0.901 1.841 -0.841 0.24
```

Values from the calculation:
Spin multiplicity: 1
Gap between HOMO and LUMO, eV: 10.579
HOMO level, eV: -9.598
Energy above the lowest of the compared OMol25 structures with the same formula, charge and spin, kJ/mol: 98.1
SMILES: CC(C)=O


# 4
This record from the OMol25 dataset describes C3H6O as an isolated structure in a non-equilibrium geometry. The level of theory is the ωB97M-V functional and the def2-TZVPD basis.

Structure (XYZ):
```
10
Properties=species:S:1:pos:R:3:nbo_charge:R:1
O 1.258 0.168 0.371 -0.59
C -1.319 0.730 0.441 -0.27
C -1.051 -0.522 -0.075 -0.28
C 0.330 -0.140 -0.379 0.35
H 3.200 -1.097 -0.853 0.02
H -1.695 -1.205 -0.615 0.22
H -0.867 1.031 1.379 0.23
H 3.626 -1.263 -1.439 -0.02
H 0.495 -0.129 -1.476 0.13
H -2.066 1.427 0.035 0.19
```

Values from the calculation:
Spin multiplicity: 1
Gap between HOMO and LUMO, eV: 9.157
HOMO level, eV: -9.276
Energy above the lowest of the compared OMol25 structures with the same formula, charge and spin, kJ/mol: 405.3


# 5
This record from the OMol25 dataset describes C3H6O2 in the gas phase. The level of theory is the ωB97M-V functional and the def2-TZVPD basis.

Structure (XYZ):
```
11
Properties=species:S:1:pos:R:3:nbo_charge:R:1
O 2.189 0.636 1.086 -0.69
O 0.061 -0.105 0.678 -0.54
C -0.806 -0.569 -0.272 0.12
C 1.226 0.472 0.111 0.24
C -2.069 -0.167 -0.335 -0.46
H 1.563 -0.168 -0.727 0.13
H 2.432 -0.242 1.411 0.47
H -0.390 -1.317 -0.954 0.17
H 0.988 1.470 -0.274 0.16
H -2.453 0.583 0.349 0.21
H -2.741 -0.593 -1.072 0.21
```

Values from the calculation:
Spin multiplicity: 1
Gap between HOMO and LUMO, eV: 10.451
HOMO level, eV: -9.530
Energy above the lowest of the compared OMol25 structures with the same formula, charge and spin, kJ/mol: 172.1
SMILES: C=COCO


# 6
This record from the OMol25 dataset describes C3H6O2 in the gas phase in a non-equilibrium geometry. The level of theory is the ωB97M-V functional and the def2-TZVPD basis.

Structure (XYZ):
```
11
Properties=species:S:1:pos:R:3:nbo_charge:R:1
O -2.173 0.726 0.781 -0.67
O -0.220 -0.364 -0.015 -0.55
C 1.574 -1.330 -0.031 -0.49
C -1.297 0.722 -0.333 0.18
C 1.053 -0.066 0.012 0.11
H 2.641 -1.192 -0.120 0.18
H 1.502 0.925 -0.099 0.19
H 1.071 -2.296 0.025 0.23
H -0.644 1.544 -0.633 0.17
H -1.870 0.046 -0.956 0.20
H -1.636 1.285 1.368 0.46
```

Values from the calculation:
Spin multiplicity: 1
Gap between HOMO and LUMO, eV: 8.816
HOMO level, eV: -8.088
Energy above the lowest of the compared OMol25 structures with the same formula, charge and spin, kJ/mol: 381.7
SMILES: C=COCO


# 7
This record from the OMol25 dataset describes C3H6O2 as an isolated structure. The level of theory is the ωB97M-V functional and the def2-TZVPD basis.

Structure (XYZ):
```
11
Properties=species:S:1:pos:R:3:nbo_charge:R:1
O 2.693 -0.238 -0.002 -0.54
O -0.765 -0.395 0.774 -0.36
C -1.394 0.580 0.171 -0.07
C 0.451 -0.807 0.418 -0.06
C 1.537 0.117 0.121 0.33
H -0.857 1.463 -0.167 0.18
H -0.937 -0.167 -1.351 -0.01
H 0.699 -1.770 0.851 0.21
H 1.255 1.187 0.011 0.11
H -0.255 -0.643 -1.315 0.02
H -2.426 0.674 0.489 0.20
```

Values from the calculation:
Spin multiplicity: 1
Gap between HOMO and LUMO (alpha / beta), eV: 8.380 / 8.381
HOMO level (alpha / beta), eV: -8.801 / -8.801
Energy above the lowest of the compared OMol25 structures with the same formula, charge and spin, kJ/mol: 500.5


# 8
This record from the OMol25 dataset describes C3H6O2 in the gas phase in a non-equilibrium geometry. The level of theory is the ωB97M-V functional and the def2-TZVPD basis.

Structure (XYZ):
```
11
Properties=species:S:1:pos:R:3:nbo_charge:R:1
O 0.729 -0.658 1.296 -0.72
O 0.315 1.653 0.610 -0.70
C 0.054 0.888 -0.489 0.10
C -0.972 -0.161 -0.456 -0.47
C 0.406 -0.616 -0.095 -0.07
H -1.315 -0.526 -1.411 0.23
H 0.468 1.233 -1.435 0.18
H -1.705 -0.132 0.345 0.24
H 0.586 0.946 1.264 0.49
H 1.149 -1.079 -0.724 0.21
H 0.289 -1.540 1.054 0.52
```

Values from the calculation:
Spin multiplicity: 1
Gap between HOMO and LUMO, eV: 9.955
HOMO level, eV: -9.105
Energy above the lowest of the compared OMol25 structures with the same formula, charge and spin, kJ/mol: 334.6
SMILES: O[C@@H]1C[C@@H]1O


> Which formula does entry 3 have?

C3H6O